Here is a structure of composition C3H4CoO3 at a distorted geometry from the Open Molecules 2025 dataset. Energies are from ωB97M-V with the def2-TZVPD basis set.

XYZ file:
```
11
C3H4CoO3 (ωB97M-V with the def2-TZVPD basis set)
Co 2.2038 0.6571 -0.1585
O -0.4403 1.5731 0.2119
O -1.1096 -0.5414 -0.2305
O -2.5944 1.1096 -0.2615
C -0.1186 -1.1028 0.4820
C -1.3932 0.8713 -0.1495
C 1.1066 -1.5592 0.1435
H -0.3153 -0.9949 1.5535
H 1.0007 -1.9150 -0.9266
H 1.7779 -1.8753 0.9452
H 3.7544 -0.0524 -0.0378
```

## Properties
LUMO (alpha / beta)   3.81 / 3.12 eV
Energy relative to the best compared isomer or geometry (same formula, charge and spin)   41.1 kcal/mol
Charge   -1
Highest occupied orbital energy (alpha / beta)   -1.55 / -5.39 eV
2S+1   5
Kohn-Sham gap (alpha / beta)   5.35 / 8.52 eV
Expectation value of S²   6.007
Calculated total energy   -46941.8724 eV
Molar mass   147.0 g mol⁻¹

***

Here is a structure of composition C30H37MoN7S2Te from the Open Molecules 2025 dataset. Energies are from ωB97M-V with the def2-TZVPD basis set.

XYZ file:
```
78
C30H37MoN7S2Te (ωB97M-V with the def2-TZVPD basis set)
Te 2.5716 1.6082 -0.6860
Mo 0.1960 0.0488 -0.0829
S -1.4319 0.8643 2.7876
S 1.6004 0.0590 1.8868
N -0.0104 -0.8022 -2.2565
N -0.2549 -1.5950 1.4100
N -2.0365 -0.3176 -0.4497
N -0.5090 1.9206 -1.2740
N -0.9338 1.4751 1.2602
N -2.3012 3.3664 1.5145
N 1.7018 -1.5903 -0.4808
C -1.8495 2.3410 3.6578
C -1.4221 -0.7720 -2.7198
C -1.1043 -2.6204 1.5835
C -1.0916 -3.3976 2.7180
C 3.4295 -0.1277 -4.6304
C 4.5601 -1.5151 -3.0697
C -1.2477 2.8476 -0.6298
C -0.7357 3.2219 -3.2792
C -1.4894 2.5515 0.8036
C -2.2940 -1.2390 -1.5788
C -1.7448 3.9766 -1.2662
C 0.6370 -2.1349 -2.5188
C -2.1941 3.5387 5.7001
C 4.4898 -2.2451 -5.4826
C 1.1133 -2.7239 -1.2095
C -2.6749 4.5923 3.5882
C 4.1333 -1.3002 -4.3700
C -1.7748 2.3905 5.0372
C 3.4098 0.4697 -2.2928
C 4.8498 -0.9455 -0.6787
C -0.2444 2.1485 -2.5661
C -0.1505 -3.1186 3.7110
C 0.7358 -2.0740 3.5424
C 2.6009 2.1366 -4.0679
C 3.1019 0.7805 -3.6321
C -2.2853 3.4384 2.9371
C -2.6430 4.6331 4.9766
C 4.2316 -0.6486 -2.0252
C -1.5080 4.1633 -2.6162
C 0.6441 -1.3195 2.3792
H 5.0040 -3.1272 -5.1066
H 1.8197 2.0571 -4.8272
H -2.0054 -2.2455 -1.2774
H -1.8131 -2.8247 0.7909
H 0.4295 1.4612 -3.0529
H 3.4304 2.6757 -4.5289
H -3.3488 -1.2533 -1.8571
H 1.8463 -3.5159 -1.3756
H -2.5275 0.5558 -0.6285
H -1.5522 -1.3910 -3.6076
H -1.9035 5.0267 -3.1318
H 2.2585 2.7435 -3.2319
H 5.9341 -0.9721 -0.7899
H 1.4785 -1.8236 4.2863
H 1.4918 -1.9667 -3.1797
H -1.7977 -4.2073 2.8248
H 4.6015 -0.2000 0.0706
H -3.0056 5.4541 3.0207
H -2.3166 4.7199 -0.7306
H 2.1655 -1.8735 0.3774
H 4.5528 -1.9277 -0.3037
H 0.5241 -0.1472 -2.8199
H 3.6009 -2.5683 -6.0258
H -2.6522 4.1889 1.0538
H 2.4398 -1.2105 -1.0783
H -0.4893 3.3270 -4.3258
H -2.1623 3.5761 6.7794
H -0.1169 -3.7203 4.6091
H 3.1834 0.1207 -5.6580
H 5.1914 -2.3700 -2.8523
H -1.6871 0.2502 -2.9916
H -2.4228 -0.6648 0.4274
H 5.1451 -1.7547 -6.2035
H -2.9622 5.5291 5.4891
H -1.4091 1.5355 5.5900
H 0.2882 -3.1355 -0.6307
H -0.0622 -2.7938 -3.0301
```

## Properties
LUMO (alpha / beta)   -6.18 / -6.18 eV
Energy relative to the best compared isomer or geometry (same formula, charge and spin)   0.0 kcal/mol
Charge   +2
Highest occupied orbital energy (alpha / beta)   -12.32 / -12.32 eV
Kohn-Sham gap (alpha / beta)   6.14 / 6.14 eV
Calculated total energy   -72949.8649 eV
Molar mass   783.3 g mol⁻¹

***

Here is a structure of composition C14H21BClNO3Se2W from the Open Molecules 2025 dataset. Energies are from ωB97M-V with the def2-TZVPD basis set.

XYZ file:
```
44
C14H21BClNO3Se2W (ωB97M-V with the def2-TZVPD basis set)
W -0.2783 -0.1694 0.0437
Se -1.3945 -1.9608 -1.5688
Se 1.8803 -1.1379 -1.0803
Cl -6.7860 -1.5374 7.3138
O -3.1493 0.6926 3.2816
O -2.1221 0.6464 -0.0729
O -1.5808 -0.7142 1.4673
N 0.9955 1.0305 0.8583
C -5.1446 0.3485 6.2976
C 2.7042 0.4330 -1.9189
C 1.7949 1.7376 1.3946
C -5.4423 -1.6530 4.9861
C -2.4254 0.1886 1.1040
C -3.5142 0.7551 1.9524
C -5.7216 -0.9006 6.1142
C -1.8927 -0.9020 -3.1308
C 1.2773 -2.1226 -2.6612
C -4.0462 0.0825 4.1846
C -4.2616 -2.0969 2.8368
C -4.3022 0.8385 5.3180
C -4.5834 -1.1848 3.9915
C 0.0943 -2.9885 -2.2931
B 2.8585 2.5555 2.0234
H -3.1949 -2.0977 2.6064
H -5.3577 0.9260 7.1852
H -0.2889 -3.5225 -3.1636
H -2.6953 -0.2423 -2.8100
H 3.6997 1.6838 2.1575
H 1.0514 -1.3947 -3.4387
H 3.1395 3.4215 1.2377
H 2.4415 2.9208 3.0924
H -4.8231 -1.8608 1.9284
H 3.1292 1.0255 -1.1131
H -5.8848 -2.6346 4.8849
H -1.0526 -0.3266 -3.5083
H 0.3354 -3.7293 -1.5298
H 1.9739 0.9951 -2.4930
H 2.1234 -2.7311 -2.9825
H -4.5275 -3.1177 3.1026
H -3.8434 1.8118 5.4184
H -2.2601 -1.6028 -3.8768
H -3.6470 1.7909 1.6097
H 3.4949 0.0439 -2.5564
H -4.4428 0.2214 1.7106
```

## Properties
LUMO (alpha / beta)   -9.61 / -9.14 eV
Energy relative to the best compared isomer or geometry (same formula, charge and spin)   8.0 kcal/mol
Charge   +2
Highest occupied orbital energy (alpha / beta)   -13.07 / -13.07 eV
2S+1   3
Kohn-Sham gap (alpha / beta)   3.46 / 3.92 eV
Expectation value of S²   2.015
Calculated total energy   -168189.2887 eV
Molar mass   639.4 g mol⁻¹

***

Here is the ion C4H7N2 with charge +1 at a distorted geometry from the Open Molecules 2025 dataset. Energies are from ωB97M-V with the def2-TZVPD basis set.

XYZ file:
```
13
C4H7N2 (ωB97M-V with the def2-TZVPD basis set)
N -1.0814 -0.4675 -0.7848
N 0.2721 1.1549 -1.3851
C -1.0228 0.5550 -1.5679
C 0.9319 0.4550 -0.5667
C 0.1185 -0.6077 -0.0136
C -0.0686 -0.1505 1.5210
H 0.6759 1.9071 -1.9155
H 0.8081 -0.0465 2.0777
H 0.5538 -1.5417 0.1661
H -0.5634 -1.0557 1.8832
H -1.7396 -1.2836 -0.7626
H 1.9700 0.5068 -0.3804
H -0.8544 0.5743 1.7286
```

## Properties
LUMO   -5.47 eV
Energy relative to the best compared isomer or geometry (same formula, charge and spin)   85.8 kcal/mol
Charge   +1
Highest occupied orbital energy   -13.92 eV
Kohn-Sham gap   8.45 eV
Calculated total energy   -7232.0185 eV
Molar mass   83.1 g mol⁻¹

***

Question: The highest calculated total energy belongs to which entry?
Answer: C4H7N2

***

Question: Among the records above, which one has the highest energy relative to the best compared isomer or geometry (same formula, charge and spin)?
Answer: C4H7N2